Entry 1:
ORCA calculation (ωB97M-V with the def2-TZVPD basis set) on an isolated ion of composition C15H26BN4O2 and charge +1.

Geometry as XYZ:
```
48
Properties=species:S:1:pos:R:3:forces:R:3:nbo_charge:R:1
H -4.8603 -0.7385 -0.1886 0.5 1.0 0.7 0.22
H -4.5981 1.1097 -0.1467 0.0 -1.2 0.7 0.20
H 4.4520 -0.7174 0.7222 -1.5 -0.1 0.5 0.20
C -2.7900 -0.0708 -1.5721 1.1 -0.1 -0.7 -0.42
N -0.5090 0.8954 0.5470 3.9 0.5 -0.9 -0.58
H -1.7096 -0.2169 -1.8941 -1.4 0.1 0.2 0.19
C -0.1926 -0.7305 2.7426 0.5 -0.8 -0.8 -0.50
C 3.4873 -1.1897 1.1085 1.2 -1.9 -0.8 -0.09
H 2.4495 -1.2633 -0.9445 0.3 -0.7 1.2 0.20
C -1.0135 -2.0392 2.3819 -1.1 -1.2 2.3 -0.22
C 2.7480 -1.9382 -0.0760 0.2 -1.0 -0.1 -0.46
C 1.5335 -2.8857 0.4117 0.6 0.4 -0.2 -0.63
H -3.1590 0.9388 -1.9691 0.4 -1.3 0.4 0.19
H -4.3214 0.0882 1.4218 -0.5 0.1 -1.7 0.22
N 1.7417 1.2240 0.0127 -1.0 -0.8 0.6 -0.41
O -2.5980 2.2020 0.9930 1.9 -2.2 0.1 -0.85
H -1.9439 2.6628 1.5646 -0.7 -0.1 -0.6 0.50
H -0.7830 -0.1479 3.5088 0.6 -0.4 -1.1 0.25
H 3.5170 -2.6614 -0.5196 -0.8 1.3 0.6 0.24
C 0.2510 0.1390 1.5122 3.7 0.7 -1.3 0.14
H 0.0484 3.7522 -3.7994 -0.1 -1.3 -0.1 0.23
H 1.5099 -2.9003 1.5489 -0.2 0.0 -1.5 0.22
H -1.0444 -2.6847 4.4812 -1.2 0.5 -1.2 0.20
C -4.2787 0.1077 0.2811 0.5 -0.1 0.6 -0.42
H -2.4694 -3.3902 3.3989 1.6 0.1 -0.3 0.23
H 0.7687 -1.0749 3.2574 -1.1 0.8 -0.8 0.27
H 0.5580 -2.5196 -0.0303 1.1 -0.5 0.7 0.21
H -0.1139 0.7089 -2.8044 0.4 1.5 0.2 0.21
N -2.8186 -0.0995 -0.0715 -0.8 2.1 -0.4 -0.71
H 5.0053 2.8216 -0.8205 -1.7 -1.1 -0.1 0.29
O 2.6631 -0.2782 1.8920 -0.8 1.3 -2.4 -0.48
N 0.1079 2.4093 -1.4437 0.5 -1.3 1.5 -0.63
H -3.4118 -0.8982 -2.0401 0.7 1.0 0.8 0.23
C -0.0318 2.6458 -4.0171 0.2 -0.7 0.2 -0.63
H 0.7201 2.3962 -4.8250 -1.0 0.4 0.8 0.23
C 4.0260 2.2715 -0.7270 -1.0 -0.5 0.1 -0.12
C 2.9500 1.6928 -0.6103 0.2 1.0 1.5 0.08
C 0.3911 1.5291 -0.3318 0.5 -0.2 0.4 0.61
H 1.4961 1.5445 -2.8708 -1.4 0.2 0.3 0.19
B -2.0224 0.9972 0.4975 -2.0 0.9 -0.1 1.24
C 1.6764 0.3494 1.1431 -3.5 -1.3 2.1 0.46
H -1.0626 2.3913 -4.4159 1.2 0.5 0.7 0.23
H 3.8322 -2.0029 1.8356 -0.6 1.3 -0.8 0.22
C -1.5422 -2.7552 3.4580 0.9 1.1 -1.1 -0.39
H 0.7886 3.1835 -1.3437 -0.7 -0.3 -0.2 0.40
C 0.3725 1.7361 -2.7530 0.9 -0.2 -1.7 -0.23
H 1.7091 -3.9491 0.0523 -0.3 1.4 0.5 0.24
H -1.1695 -2.4547 1.3484 -0.3 1.3 1.0 0.23
```
Forces are in eV/Å.

For the HOMO energy, the calculation gives -11.80 eV. Its net charge is +1. The SMILES is C#Cn1c(OCCC)c(CC=C)n(B(O)N(C)C)/c1=[NH+]/CC. Its strongest force on any atom is 4.3 eV/A. Its orbital gap is 8.48 eV.

***

Entry 2:
ORCA calculation (ωB97M-V with the def2-TZVPD basis set) on a 3-piece molecular cluster, C15H26BrN2O6 overall.

Geometry as XYZ:
```
50
Properties=species:S:1:pos:R:3:forces:R:3:nbo_charge:R:1
H 2.1641 0.2589 -0.1378 0.1 0.1 -0.1 0.24
C 0.3397 4.4313 1.6389 0.2 -0.2 0.1 -0.07
H -1.6327 -5.2206 -1.2045 0.0 0.1 0.0 0.17
O 1.6418 -6.2258 -2.5711 0.0 -0.1 0.0 -0.62
C 1.3475 -5.0763 -2.4052 0.1 0.1 0.1 0.98
C -1.1859 -0.2360 0.4466 -0.2 -0.5 -0.3 0.01
C 0.0296 0.4680 -0.0537 0.5 -0.1 -0.1 -0.44
H -0.3842 4.4756 3.6728 0.0 0.0 0.0 0.24
C 1.4938 -0.9969 1.4726 0.2 0.0 -0.3 -0.43
C -0.7867 -5.6815 -1.7083 -0.1 -0.1 0.0 -0.25
H -0.3690 -6.4619 -1.0773 0.0 0.0 0.0 0.21
N -3.5125 -1.4602 1.4284 -0.2 0.5 0.5 -0.14
C -1.5866 -1.4827 -0.0096 0.1 0.8 0.5 -0.13
H -3.6802 0.1755 2.5380 -0.1 -0.1 0.1 0.44
H -0.1073 0.6872 -1.1114 -0.1 0.0 -0.1 0.26
H 0.7122 3.1402 3.3156 0.0 0.0 0.0 0.22
H -0.9639 3.1071 2.7289 0.0 0.0 0.0 0.17
H -1.0113 -2.0073 -0.7570 0.0 -0.2 -0.1 0.26
H 3.8731 -5.1278 -2.6055 -0.1 -0.1 0.0 0.20
C -1.0371 6.3174 1.5719 0.0 0.1 -0.2 0.98
C 3.4252 -4.3048 -3.1605 0.4 0.0 -0.2 -0.07
C -0.0974 3.7473 2.9164 -0.1 0.2 0.1 -0.63
O 0.1684 -4.6383 -1.9369 -0.2 0.1 0.1 -0.52
O -0.4611 6.8168 2.4996 0.0 0.0 0.1 -0.64
Br 1.1799 0.2630 2.9178 -0.1 -0.1 0.0 -0.01
H 2.5109 -1.3369 1.6091 0.1 -0.1 0.0 0.25
C -2.0095 0.3364 1.4135 0.4 0.4 0.1 0.14
C -2.7563 -2.0297 0.5292 0.2 -0.6 -0.5 0.03
H 1.2722 -1.1895 -0.6228 0.3 -0.1 -0.1 0.23
O 2.1181 -4.0143 -2.6220 0.0 0.1 0.1 -0.51
C -2.5095 8.1055 1.4040 -0.1 0.2 0.0 -0.26
H -1.1173 -6.1056 -2.6541 0.1 -0.1 0.0 0.20
H -3.2428 8.4693 0.6916 0.0 -0.1 -0.1 0.20
H 0.8352 -1.8469 1.6079 -0.2 0.0 0.2 0.21
C 3.3695 -4.5936 -4.6438 -0.2 0.0 0.0 -0.64
O -0.7402 5.1343 1.0166 -0.1 -0.1 -0.1 -0.51
O -2.0567 6.8404 0.9025 0.0 -0.1 0.0 -0.49
H -1.7705 1.2981 1.8393 -0.1 0.1 0.1 0.25
H -3.0954 -2.9938 0.1866 -0.2 -0.1 0.1 0.24
H 1.1765 5.1053 1.8158 -0.1 0.1 0.1 0.21
H 0.6591 3.6959 0.9004 -0.1 0.0 -0.1 0.17
H 4.3773 -4.7170 -5.0379 0.0 0.0 0.0 0.23
H 0.1557 1.4217 0.4475 -0.1 0.1 0.2 0.24
H -1.6861 8.8111 1.4756 0.0 0.0 0.0 0.20
H -2.9769 7.9778 2.3784 0.1 0.0 0.0 0.19
C 1.3155 -0.3735 0.0963 -0.5 0.1 0.3 -0.42
N -3.0946 -0.2732 1.8442 0.1 -0.4 -0.4 -0.24
H 2.8095 -5.5055 -4.8446 0.0 0.0 0.0 0.23
H 4.0134 -3.4100 -2.9677 -0.1 0.1 0.1 0.19
H 2.8833 -3.7744 -5.1744 0.1 0.0 0.0 0.21
```
Forces are in eV/Å.

For the HOMO energy, the calculation gives -12.96 eV. Its net charge is +1. Its strongest force on any atom is 1.0 eV/A. Its orbital gap is 7.97 eV.

***

Entry 3:
ORCA calculation (ωB97M-V with the def2-TZVPD basis set) on C15H26IO4P2Ru as an isolated structure.

Geometry as XYZ:
```
49
Properties=species:S:1:pos:R:3:forces:R:3:lowdin_spin:R:1
H -0.0118 1.0902 8.0348 -0.5 -0.2 -1.6 0.00
H 1.3767 -2.5962 -1.8786 -0.1 -0.5 -0.3 0.00
H -1.0750 3.0029 -1.8012 0.5 -0.1 0.0 0.00
C -1.7537 -3.1031 0.2180 0.1 0.1 0.1 0.05
Ru -1.0767 -0.1962 0.5672 3.3 0.2 2.2 2.23
C -1.4794 2.8450 1.3059 -0.1 -0.2 0.0 0.05
I 3.3337 -0.0415 -1.7708 3.3 -0.3 1.5 0.80
H 0.6070 -2.7358 2.0643 0.5 0.1 -0.1 0.00
C -1.2749 -0.7285 4.7188 0.8 -0.2 0.7 0.10
O -3.6000 0.2348 -0.6175 3.4 -1.1 -0.4 0.03
H 1.9389 -2.1494 0.9361 -0.1 -0.4 0.4 0.01
H 0.8077 0.8924 -1.7637 2.0 -0.8 -1.8 0.01
O -1.4453 -2.6226 3.2592 0.5 -0.9 -0.1 0.03
C 0.4293 -3.0826 -1.6188 -0.2 0.5 -0.3 0.02
H 1.5892 3.6547 0.9300 -0.3 -0.4 -0.1 0.01
H 0.6155 -4.1494 -1.4031 -0.2 0.5 0.0 0.00
C -1.4715 0.6867 4.8556 -1.4 0.7 -2.5 0.08
C -0.3217 0.6325 7.0452 0.7 0.3 2.0 -0.01
H -2.5403 -2.4778 -0.2331 0.0 -0.8 0.1 0.01
C 1.3861 2.5841 1.1061 -0.1 -0.1 -0.1 0.04
H -2.4178 2.5803 0.7959 0.0 0.4 0.4 0.01
H 1.3095 -3.8547 0.8518 0.2 0.2 0.2 0.01
H 2.2123 2.0138 0.6512 -0.1 0.2 0.5 0.00
H -1.2247 2.3851 6.1009 0.3 -0.9 0.3 0.00
H -1.6839 -4.1038 -0.2155 -0.3 0.0 0.1 0.01
C 1.0671 -2.8078 1.0717 -0.6 -0.1 -0.4 0.04
P -0.2014 -2.2278 -0.1246 1.0 -2.0 0.5 0.14
C -0.5376 -1.3409 5.7185 -0.5 -1.2 -1.0 0.03
H -0.3048 -2.9747 -2.4301 0.4 -0.1 0.0 0.00
H 0.7439 2.8846 -1.8195 -0.4 0.1 0.0 0.00
C -1.7430 -1.5035 3.5067 -0.8 1.7 0.6 0.02
C -0.9921 1.2954 6.0644 -0.7 2.5 -0.7 0.18
H -0.3854 -2.4033 5.5905 0.1 -0.2 0.1 0.00
O -2.0689 1.3524 3.8734 1.4 -1.2 3.3 0.35
O -2.5783 -0.7909 2.6811 0.7 -0.1 0.0 0.04
C -0.0419 -0.7194 6.8750 -0.4 -0.3 -0.1 0.23
H -0.0801 4.2263 -1.0121 0.0 -0.7 0.5 0.00
H -1.8680 -3.1278 1.3098 -0.2 -0.2 -0.4 0.00
H -1.4790 2.4154 2.3216 -0.1 0.3 -0.5 0.00
H -2.7318 0.1113 3.1195 0.4 -0.2 -0.5 0.00
H 1.7558 0.1378 -3.4281 -1.6 0.2 0.9 0.05
H 0.4651 -1.3251 7.6405 -0.2 0.5 -0.5 0.01
P -0.1931 2.0113 0.3094 0.6 3.0 0.2 0.12
H 1.3163 2.4444 2.1971 0.3 -0.3 -0.4 0.00
H 0.7982 -0.7909 -2.0025 1.6 0.8 -1.2 0.02
C -0.1443 3.1414 -1.2242 -0.4 -0.7 0.1 0.01
C -2.4603 -0.0689 -0.5045 -7.7 2.1 -2.1 0.12
H -1.3403 3.9361 1.3588 0.0 -0.4 -0.1 0.01
C 1.4825 0.0905 -2.3141 -5.2 0.3 0.2 0.14
```
Forces are in eV/Å.

For the HOMO energy (alpha / beta), the calculation gives -13.24 / -15.28 eV. Its expectation value of S² is 8.805. Its net charge is +2. The spin multiplicity is 6. Its strongest force on any atom is 8.3 eV/A. For the relative energy (zero: lowest compared OMol25 entry of this formula, charge and spin), the calculation gives 1.869 eV. Its orbital gap (alpha / beta) is 6.86 / 3.73 eV.

***

Entry 4:
ORCA calculation (ωB97M-V with the def2-TZVPD basis set) on one molecule with the formula C15H26N2O2S.

Geometry as XYZ:
```
46
Properties=species:S:1:pos:R:3:forces:R:3:nbo_charge:R:1
C 6.2836 0.2954 0.2605 -0.3 0.0 0.0 0.06
C -4.3352 0.4396 0.8619 -0.1 0.2 -0.2 -0.40
C 4.0275 -0.5147 0.3082 0.6 0.7 0.0 0.38
H 8.2175 0.2817 -0.6293 0.1 0.0 0.0 0.23
O 1.0439 -2.7196 -0.2219 -0.1 -0.1 0.3 -0.95
H 5.7561 -1.7599 0.6015 0.1 -0.1 0.0 0.21
C -6.3470 -0.9154 1.5527 0.0 0.1 -0.2 -0.60
H -4.3915 0.9248 1.8404 0.0 -0.1 0.1 0.20
N 3.5270 0.6934 0.0866 0.0 -0.2 0.1 -0.49
H -6.3762 0.8370 0.3072 0.0 0.0 -0.1 0.19
H -5.6872 -0.5946 -0.4610 0.0 0.0 -0.1 0.19
H 0.9711 -0.3147 1.4992 0.1 0.0 0.1 0.25
C -3.7296 1.4343 -0.1294 0.0 -0.2 0.0 -0.39
N 3.0976 -1.5200 0.4664 -0.8 -0.2 -0.2 -0.85
S 1.6497 -1.4373 -0.4294 0.7 -0.1 0.3 2.29
H -0.4423 -0.6320 -1.8992 -0.1 0.1 -0.1 0.22
O 1.9519 -1.0554 -1.7753 0.0 0.3 0.1 -0.93
H -2.9350 -1.1428 -1.0422 0.0 -0.2 0.0 0.20
C -0.7601 -0.3464 0.1826 0.0 -0.1 -0.3 -0.42
H -6.4324 -0.3705 2.4907 0.0 0.0 0.1 0.20
H 3.9203 2.6597 -0.2507 0.1 0.1 0.0 0.19
H 6.3971 2.4124 -0.1247 0.0 0.1 0.0 0.22
H -0.8733 1.0204 -1.4791 0.1 0.1 -0.1 0.20
C -5.7346 -0.0319 0.4725 0.2 -0.1 0.3 -0.40
H -1.3317 0.2873 0.8625 0.1 0.0 0.1 0.21
H 1.1150 0.7858 0.1040 0.0 0.0 0.0 0.27
H -3.0981 1.6939 -2.1546 0.0 0.0 -0.1 0.20
C 7.7634 0.0954 0.3433 0.0 0.0 0.0 -0.63
C 5.7490 1.5605 0.0086 0.0 -0.1 0.0 -0.29
H -2.5883 -0.6488 -2.6883 0.0 -0.1 0.0 0.21
H -7.3396 -1.2491 1.2588 -0.1 -0.1 0.1 0.21
H -5.7270 -1.7930 1.7234 0.0 -0.1 0.1 0.20
H 3.4558 -2.4577 0.5591 -0.2 -0.2 -0.1 0.42
H -4.4010 2.2939 -0.2097 0.1 0.1 0.1 0.20
H -3.6822 -0.4280 0.9666 0.1 -0.1 0.1 0.19
H 8.0053 -0.9183 0.6512 0.1 0.0 0.0 0.22
C -3.5002 0.8853 -1.5386 0.0 -0.1 0.1 -0.39
H -2.7836 1.8044 0.2705 0.0 0.1 0.0 0.19
C 0.7203 -0.1616 0.4544 0.1 -0.4 -0.3 -0.63
H -1.0108 -1.3889 0.3907 -0.2 0.1 0.1 0.23
C -1.1004 -0.0278 -1.2733 -0.3 -0.3 0.1 -0.41
H -4.4644 0.6063 -1.9684 0.0 0.1 -0.1 0.20
C 4.3783 1.6972 -0.0647 0.2 0.2 0.0 0.07
C 5.4001 -0.7583 0.4115 -0.1 0.0 0.0 -0.30
H 8.2008 0.7956 1.0529 0.1 0.0 0.0 0.23
C -2.5598 -0.3179 -1.6481 0.1 0.3 -0.1 -0.40
```
Forces are in eV/Å.

For the HOMO energy, the calculation gives -8.96 eV. Its net charge is 0. The SMILES is CCCCCCCCCS(=O)(=O)Nc1cc(C)ccn1. Its strongest force on any atom is 0.9 eV/A. For the relative energy (zero: lowest compared OMol25 entry of this formula, charge and spin), the calculation gives 1.339 eV. Its orbital gap is 9.65 eV.